Model 1:
DFT (ωB97M-V with the def2-TZVPD basis set) results for 2 unconnected molecules or ions with the total composition H4O2.

Geometry (Å):
1 O -1.90 0.04 -0.21
2 H 2.50 -0.55 -0.01
3 H 1.16 -0.31 -0.41
4 H -2.21 -0.25 0.64
5 O 1.91 0.20 -0.08
6 H -1.46 0.86 0.06

Properties
Orbital gap (eV): 12.48
Structure (SMILES): O.O

Model 2:
DFT (ωB97M-V with the def2-TZVPD basis set) results for 2 unconnected molecules or ions with the total composition H4O2.

Geometry (Å):
1 H 1.30 0.30 -1.43
2 H 0.53 0.66 -0.07
3 H -0.87 -1.00 1.23
4 O 1.43 0.65 -0.47
5 O -0.96 -0.22 0.76
6 H -1.43 -0.39 -0.03

Properties
Orbital gap (eV): 11.50
Structure (SMILES): O.O

Model 3:
DFT (ωB97M-V with the def2-TZVPD basis set) results for 2 unconnected molecules or ions with the total composition H4O2.

Geometry (Å):
1 H -0.18 -1.96 0.23
2 O -0.36 1.21 -0.42
3 O 0.42 -1.32 0.54
4 H 0.13 -0.54 0.03
5 H 0.02 1.34 -1.28
6 H -0.44 2.04 0.05

Properties
Orbital gap (eV): 11.53
Structure (SMILES): O.O

Model 4:
DFT (ωB97M-V with the def2-TZVPD basis set) results for 2 unconnected molecules or ions with the total composition H4O2.

Geometry (Å):
1 H -0.13 2.04 -0.40
2 H 0.36 -1.68 -0.51
3 O 0.92 -1.31 0.11
4 O -0.70 1.26 -0.46
5 H -0.73 0.83 0.39
6 H 0.29 -1.15 0.87

Properties
Orbital gap (eV): 11.96
Structure (SMILES): O.O

Verdict on stability: model 3 comes out on top.